No. 1
{
  "formula": "C39H29InN6O8S2",
  "method": "ωB97M-V with the def2-TZVPD basis set",
  "species": ["In", "O", "C", "O", "C", "C", "C", "C", "C", "C", "C", "C", "C", "N", "H", "H", "H", "H", "H", "H", "S", "C", "N", "C", "C", "C", "N", "H", "H", "H", "H", "S", "C", "N", "C", "O", "C", "O", "H", "H", "H", "O", "C", "O", "C", "C", "C", "C", "C", "C", "H", "H", "H", "H", "H", "O", "C", "N", "C", "C", "O", "N", "C", "C", "C", "C", "C", "C", "C", "C", "C", "C", "C", "C", "H", "H", "H", "H", "H", "H", "H", "H", "H", "H", "H"],
  "xyz": [[0.625, -0.383, -0.545], [0.556, -2.313, 3.317], [0.856, -1.647, 2.330], [0.441, -1.823, 1.140], [1.849, -0.499, 2.545], [2.308, -0.236, 3.862], [3.147, 0.812, 4.068], [3.564, 1.599, 2.966], [4.421, 2.718, 3.092], [4.794, 3.432, 1.988], [4.338, 3.048, 0.707], [3.509, 1.974, 0.556], [3.089, 1.236, 1.688], [2.222, 0.200, 1.513], [1.950, -0.875, 4.656], [3.502, 1.061, 5.063], [4.773, 2.998, 4.079], [5.443, 4.294, 2.092], [4.645, 3.613, -0.165], [3.180, 1.650, -0.422], [-0.724, -1.647, -2.436], [-1.491, -3.065, -1.800], [-1.587, -3.183, -0.453], [-2.234, -4.041, 0.453], [-3.424, -4.648, 0.461], [-4.261, -5.357, -1.604], [-2.000, -3.915, -2.677], [-1.033, -2.510, 0.064], [-1.667, -4.087, 1.376], [-3.693, -5.159, 1.380], [-4.997, -5.228, -2.406], [-1.892, -5.528, -2.505], [-3.205, -6.269, -1.943], [-4.431, -4.659, -0.550], [4.900, -1.307, -1.224], [3.676, -0.888, -0.638], [2.547, -1.195, -1.374], [2.666, -1.854, -2.375], [5.684, -1.006, -0.529], [5.047, -0.826, -2.193], [4.918, -2.389, -1.371], [-1.652, -0.190, 0.222], [-1.370, 0.786, 0.944], [-0.188, 1.219, 1.057], [-2.464, 1.460, 1.721], [-2.282, 2.740, 2.228], [-3.302, 3.361, 2.933], [-4.504, 2.697, 3.145], [-4.686, 1.416, 2.641], [-3.670, 0.802, 1.922], [-1.338, 3.239, 2.050], [-3.162, 4.365, 3.316], [-5.301, 3.180, 3.700], [-5.623, 0.897, 2.803], [-3.793, -0.188, 1.500], [2.698, 1.500, -2.581], [1.638, 2.070, -2.404], [1.395, 3.366, -2.879], [0.244, 3.911, -2.187], [-0.384, 2.597, -1.634], [-1.504, 2.572, -1.177], [0.538, 1.597, -1.720], [-0.738, 4.619, -3.096], [-1.815, 5.306, -2.542], [-2.753, 5.919, -3.357], [-2.628, 5.854, -4.740], [-1.563, 5.163, -5.296], [-0.625, 4.545, -4.478], [0.701, 4.780, -1.014], [0.840, 4.255, 0.268], [1.378, 5.032, 1.287], [1.774, 6.338, 1.043], [1.628, 6.871, -0.232], [1.094, 6.096, -1.251], [2.224, 3.936, -2.959], [-1.924, 5.339, -1.466], [-3.592, 6.439, -2.911], [-3.363, 6.331, -5.377], [-1.463, 5.093, -6.373], [0.198, 3.988, -4.906], [0.536, 3.236, 0.487], [1.496, 4.598, 2.273], [2.195, 6.939, 1.840], [1.929, 7.893, -0.433], [0.970, 6.518, -2.243]],
  "energy_ha": -3420.723601,
  "fmax_ev_per_a": 0.9,
  "charge": -2,
  "homo_ev": -2.573,
  "multiplicity": 1
}



No. 2
{
  "formula": "C6H7Br",
  "method": "ωB97M-V with the def2-TZVPD basis set",
  "species": ["C", "C", "C", "C", "C", "C", "Br", "H", "H", "H", "H", "H", "H", "H"],
  "xyz": [[-0.173, -0.658, -1.405], [-0.376, -1.425, -0.332], [-0.115, 0.836, -1.046], [0.898, 0.316, 1.285], [-0.328, -0.324, 1.225], [-0.143, 0.930, 0.506], [-0.542, -3.329, -0.374], [-0.175, -1.038, -2.487], [0.879, 1.277, -1.524], [-1.016, 1.240, -1.696], [1.145, 0.933, 2.160], [1.799, -0.094, 0.811], [-1.131, -0.527, 2.046], [-0.722, 1.864, 0.831]],
  "energy_ha": -2806.704991,
  "fmax_ev_per_a": 7.7,
  "homo_ev": -9.024,
  "multiplicity": 1
}



No. 3
{
  "formula": "C15H16N6O7PdS",
  "method": "ωB97M-V with the def2-TZVPD basis set",
  "species": ["Pd", "N", "C", "C", "N", "H", "H", "H", "H", "H", "H", "H", "H", "O", "C", "O", "C", "C", "C", "C", "C", "C", "O", "N", "O", "O", "N", "O", "O", "H", "H", "N", "C", "S", "C", "C", "C", "N", "C", "C", "H", "H", "H", "H", "H", "H"],
  "xyz": [[0.565, -0.078, 0.422], [2.342, -1.054, -0.364], [2.451, -2.312, 0.396], [1.072, -2.913, 0.416], [0.175, -1.966, 1.099], [2.076, -1.250, -1.326], [3.209, -0.532, -0.380], [2.778, -2.073, 1.409], [3.170, -3.010, -0.038], [1.084, -3.896, 0.891], [0.693, -3.030, -0.600], [0.256, -1.995, 2.110], [-0.791, -2.161, 0.840], [-1.801, 2.368, 0.897], [-1.691, 1.169, 1.060], [-0.810, 0.569, 1.835], [-2.651, 0.230, 0.343], [-3.970, 0.241, 0.711], [-4.870, -0.686, 0.173], [-4.436, -1.689, -0.659], [-3.103, -1.717, -1.017], [-2.171, -0.691, -0.661], [-1.027, -0.592, -1.207], [-2.640, -2.881, -1.760], [-1.489, -3.262, -1.572], [-3.427, -3.465, -2.479], [-6.273, -0.637, 0.560], [-6.619, 0.236, 1.337], [-7.028, -1.469, 0.086], [-4.333, 0.964, 1.429], [-5.112, -2.458, -1.002], [1.886, 6.707, 0.082], [0.779, 6.084, -0.354], [-0.514, 6.897, -0.947], [0.813, 4.586, -0.254], [1.656, 3.929, 0.645], [1.720, 2.556, 0.626], [0.988, 1.813, -0.220], [0.114, 2.437, -1.016], [0.013, 3.814, -1.072], [1.929, 7.709, 0.000], [2.716, 6.205, 0.343], [2.243, 4.466, 1.377], [2.394, 2.021, 1.280], [-0.490, 1.796, -1.645], [-0.686, 4.285, -1.747]],
  "energy_ha": -1962.329346,
  "fmax_ev_per_a": 1.8,
  "homo_ev": -7.786,
  "multiplicity": 1
}



No. 4
{
  "formula": "C6H11NO4S2",
  "method": "ωB97M-V with the def2-TZVPD basis set",
  "species": ["C", "C", "C", "C", "C", "C", "N", "O", "O", "O", "O", "S", "S", "H", "H", "H", "H", "H", "H", "H", "H", "H", "H", "H"],
  "xyz": [[0.034, -2.143, 0.007], [1.432, -2.531, 0.262], [-1.249, 0.732, 2.090], [0.146, 2.854, -0.123], [-0.873, 0.488, -0.238], [0.043, -0.401, -1.148], [1.343, -0.141, -1.133], [1.832, 0.542, -0.250], [2.101, -0.697, -2.006], [-0.332, 0.320, 1.021], [-0.859, 1.820, -0.649], [-1.398, -2.732, 0.101], [-0.525, -0.906, -2.790], [1.470, -3.381, 0.946], [1.900, -2.772, -0.746], [1.915, -1.663, 0.658], [-2.217, 0.277, 2.040], [-1.544, 1.749, 2.141], [-0.679, 0.605, 2.934], [0.555, 3.206, -1.054], [0.964, 2.449, 0.479], [-0.446, 3.632, 0.368], [-1.877, 0.043, -0.514], [-1.735, -1.352, -2.395]],
  "energy_ha": -1387.055443,
  "fmax_ev_per_a": 6.3,
  "homo_ev": -8.450,
  "multiplicity": 1
}



No. 5
{
  "formula": "C5H10NO2",
  "method": "ωB97M-V with the def2-TZVPD basis set",
  "species": ["C", "C", "C", "N", "C", "C", "O", "O", "H", "H", "H", "H", "H", "H", "H", "H", "H", "H"],
  "xyz": [[0.984, -0.633, 1.005], [2.118, -0.982, 1.895], [0.908, 0.634, 0.321], [-0.242, 0.930, -0.381], [-1.064, -0.071, -1.059], [-2.124, 0.581, -1.969], [-3.098, -0.246, -2.358], [1.736, 1.527, 0.467], [-0.427, 0.232, 1.684], [0.151, -1.303, 0.827], [2.152, -2.073, 2.016], [2.015, -0.559, 2.895], [3.163, -0.825, 1.628], [-0.161, 1.780, -0.923], [-0.399, -0.840, -1.475], [-1.689, -0.619, -0.332], [-1.497, 0.999, -2.827], [-2.524, 1.467, -1.415]],
  "energy_ha": -401.628178,
  "fmax_ev_per_a": 4.1,
  "charge": -1,
  "homo_ev": -2.545,
  "multiplicity": 1
}



No. 6
{
  "formula": "C15H18F3N3O3S",
  "method": "ωB97M-V with the def2-TZVPD basis set",
  "species": ["O", "C", "O", "H", "C", "H", "H", "S", "C", "C", "O", "N", "C", "H", "H", "C", "N", "C", "N", "C", "C", "C", "C", "H", "H", "C", "F", "F", "F", "H", "C", "H", "H", "C", "H", "H", "C", "H", "H", "H", "H", "H", "H"],
  "xyz": [[-4.128, -2.160, -0.488], [-3.308, -2.937, 0.017], [-3.365, -4.159, -0.179], [-4.136, -4.513, -0.845], [-2.349, -2.710, 0.818], [-2.719, -1.808, 1.686], [-2.091, -3.519, 1.687], [-0.998, -1.908, -0.171], [-1.734, -0.354, -0.778], [-1.790, 0.609, 0.408], [-1.771, 0.578, 1.614], [-2.259, 2.007, -0.086], [-2.104, 2.191, -1.460], [-2.789, 3.311, -1.380], [-2.512, 1.578, -2.138], [-0.768, 2.780, -1.669], [0.258, 2.733, -0.634], [1.032, 1.807, -0.360], [1.188, 0.986, -1.418], [1.859, -0.103, -1.079], [2.698, -0.286, -0.206], [2.638, 0.835, 0.994], [1.917, 1.933, 0.737], [1.870, 2.659, 1.585], [3.412, 0.843, 1.450], [3.736, -1.433, 0.032], [3.451, -2.604, -0.865], [4.992, -0.946, -0.113], [3.472, -2.070, 1.364], [1.870, -0.947, -1.895], [-0.022, 4.037, 0.247], [0.886, 4.308, 0.526], [-0.538, 4.774, -0.188], [-0.884, 3.296, 1.463], [-0.378, 2.529, 1.974], [-0.939, 4.432, 2.248], [-2.215, 2.936, 0.878], [-2.749, 2.505, 2.177], [-2.865, 3.799, 0.684], [-0.866, 3.920, -2.183], [-0.199, 2.017, -2.339], [-2.793, -0.530, -0.886], [-1.076, -0.091, -1.416]],
  "energy_ha": -1669.655373,
  "fmax_ev_per_a": 16.3,
  "homo_ev": -8.330,
  "multiplicity": 1
}



Across the entries above, orbital gap takes the values 6.530; 9.975; 6.593; 7.686; 5.201; 8.668 eV, respectively.
Across the entries above, relative energy (zero: lowest compared OMol25 entry of this formula, charge and spin) takes the values 1.628; 2.137; 0.797; 6.170; 5.405; 15.668 eV, respectively.